[1]
A cluster of 3 separate species, C35H57F3N2O5S in total. Source: OMol25; level of theory: ωB97M-V/def2-TZVPD.

Last column: Mulliken spin population.
Cartesian coordinates (Å):
C  1.966  -1.170  6.803  0.000
C  1.573  0.362  7.119  0.000
C  1.438  1.216  5.743  0.000
C  0.594  2.541  6.086  0.000
C  -0.883  2.598  5.451  0.000
C  -1.784  2.937  6.770  0.000
O  -1.953  4.072  7.249  0.000
O  -2.263  1.649  7.187  0.000
C  -2.864  1.080  5.976  0.000
C  -4.257  1.767  5.579  0.000
C  -5.462  1.495  6.594  0.000
O  -6.635  2.203  6.062  0.000
C  -5.245  2.057  8.078  0.000
F  -4.533  1.157  8.939  0.000
F  -6.546  2.181  8.689  0.000
F  -4.645  3.331  8.124  0.000
C  -3.275  -0.488  6.068  0.000
C  -2.924  -1.267  7.366  0.000
C  -3.365  -2.751  7.460  0.000
C  -4.139  -3.466  6.314  0.000
C  -4.483  -2.717  4.993  0.000
C  -4.038  -1.227  4.909  0.000
C  -1.601  1.257  4.949  0.001
S  -2.005  1.399  3.115  0.002
H  3.068  -1.179  6.459  0.000
H  1.299  -1.592  5.982  0.000
H  1.901  -1.765  7.774  0.000
H  0.623  0.423  7.751  0.000
H  2.411  0.829  7.765  0.000
H  1.045  0.603  4.867  0.000
H  2.516  1.567  5.509  0.000
H  1.155  3.483  5.751  0.000
H  0.502  2.600  7.231  0.000
H  -1.085  3.401  4.668  0.000
H  -4.172  2.915  5.474  0.000
H  -4.621  1.404  4.545  0.000
H  -5.783  0.400  6.681  0.000
H  -7.388  1.638  6.360  0.000
H  -2.369  -0.707  8.198  0.000
H  -3.129  -3.319  8.434  0.000
H  -4.469  -4.548  6.442  0.000
H  -5.060  -3.176  4.122  0.000
H  -4.300  -0.644  3.954  0.000
H  -1.055  0.262  5.044  0.000
H  -3.296  0.960  2.868  0.000
C  2.649  0.717  -1.982  0.022
C  1.884  -0.325  -1.116  0.028
C  1.595  -1.629  -1.903  0.015
C  0.362  -1.613  -2.794  -0.029
C  -0.841  -1.056  -2.048  0.015
C  -0.554  0.334  -1.448  0.031
N  0.657  0.329  -0.563  0.295
O  0.325  -0.320  0.594  0.630
C  -0.395  1.341  -2.614  0.022
C  -1.815  0.838  -0.706  -0.028
C  2.927  -0.716  -0.029  -0.007
H  2.047  1.572  -2.284  -0.009
H  3.482  1.165  -1.430  0.000
H  3.059  0.262  -2.887  -0.004
H  1.461  -2.453  -1.192  0.004
H  2.465  -1.902  -2.510  0.000
H  0.560  -1.039  -3.704  0.013
H  0.141  -2.633  -3.125  0.002
H  -1.696  -1.004  -2.732  0.000
H  -1.133  -1.760  -1.260  0.004
H  -0.162  2.343  -2.241  -0.005
H  -1.325  1.418  -3.187  0.000
H  0.370  1.058  -3.335  -0.004
H  -2.146  0.152  0.078  0.002
H  -2.657  0.945  -1.397  -0.001
H  -1.639  1.819  -0.253  0.005
H  3.150  0.126  0.634  -0.001
H  3.867  -1.024  -0.499  0.001
H  2.596  -1.556  0.588  0.000
C  4.754  0.218  -8.560  0.011
C  3.990  -0.827  -7.697  0.027
C  3.701  -2.130  -8.488  0.015
C  2.467  -2.113  -9.380  -0.015
C  1.264  -1.557  -8.629  0.015
C  1.552  -0.170  -8.026  0.043
N  2.763  -0.176  -7.143  0.310
O  2.429  -0.822  -5.995  0.606
C  1.709  0.840  -9.189  0.011
C  0.292  0.332  -7.277  -0.012
C  5.034  -1.220  -6.612  -0.012
H  4.152  1.073  -8.861  -0.008
H  5.587  0.664  -8.008  -0.001
H  5.165  -0.235  -9.467  -0.001
H  3.568  -2.956  -7.779  0.003
H  4.571  -2.400  -9.096  0.002
H  2.663  -1.536  -10.288  -0.001
H  2.246  -3.131  -9.713  0.002
H  0.408  -1.504  -9.312  0.000
H  0.974  -2.264  -7.842  0.002
H  1.943  1.841  -8.813  -0.006
H  0.778  0.919  -9.760  0.000
H  2.473  0.559  -9.912  0.000
H  -0.038  -0.356  -6.495  0.002
H  -0.551  0.443  -7.967  0.000
H  0.472  1.311  -6.822  0.001
H  5.256  -0.380  -5.946  0.000
H  5.973  -1.527  -7.082  0.000
H  4.702  -2.061  -5.997  0.003

As for the spin multiplicity: 3. The total energy is -2550.93597 Ha. The expectation value of S² is 2.01.

---

[2]
A cluster of 11 separate species, H22O11 in total. Source: OMol25; level of theory: ωB97M-V/def2-TZVPD.

Last column: natural (NBO) charge in e.
Cartesian coordinates (Å):
H  -0.098  1.043  -0.501  0.475
H  0.032  -0.453  -0.269  0.454
H  -0.716  1.613  2.812  0.473
H  -0.674  2.175  1.401  0.464
H  -1.007  -1.820  2.969  0.462
H  -0.549  -3.220  3.345  0.474
H  -0.020  -4.327  -2.346  0.472
H  0.953  -4.873  -1.314  0.472
H  0.116  -0.302  -2.895  0.451
H  -0.612  -1.633  -2.984  0.453
H  1.651  0.122  -2.735  0.455
H  1.850  -1.384  -2.793  0.464
H  2.028  -2.841  1.232  0.477
H  0.677  -2.196  0.975  0.471
H  2.217  -0.455  2.051  0.484
H  0.912  -0.319  1.283  0.453
H  -2.559  2.930  1.583  0.453
H  -3.161  3.450  2.878  0.473
H  3.859  3.074  -1.194  0.468
H  3.053  1.917  -0.625  0.476
H  -3.695  2.528  -0.852  0.462
H  -3.478  4.020  -1.045  0.469
O  -0.453  0.196  -0.792  -0.926
O  -0.288  1.490  1.958  -0.936
O  -1.140  -2.749  2.747  -0.935
O  0.196  -4.283  -1.407  -0.943
O  -0.667  -0.716  -3.275  -0.915
O  2.234  -0.554  -3.099  -0.912
O  1.335  -2.332  1.666  -0.947
O  1.821  0.001  1.299  -0.942
O  -2.853  3.741  2.013  -0.928
O  3.043  2.877  -0.720  -0.944
O  -4.007  3.282  -1.365  -0.930

Its SMILES is O.O.O.O.O.O.O.O.O.O.O. Its energy above the lowest of the compared OMol25 structures with the same formula, charge and spin is 3.708 eV. The total energy is -840.74386 Ha.

---

[3]
A structure of composition C6H14N2O2. Source: OMol25; level of theory: ωB97M-V/def2-TZVPD.

Last column: natural (NBO) charge in e.
Cartesian coordinates (Å):
C  -1.678  0.772  0.796  -0.201
C  -1.770  -0.790  0.934  0.802
C  -0.196  1.074  1.184  -0.415
C  0.933  0.028  0.524  -0.404
C  1.160  0.192  -1.022  -0.463
C  2.282  -0.418  -1.699  -0.211
H  -2.052  2.091  2.808  0.337
H  -2.791  -0.010  2.650  0.421
H  -2.010  1.154  -0.159  0.218
H  0.169  2.191  1.385  0.243
H  -0.137  0.573  2.353  0.213
H  0.571  -0.927  0.897  0.185
H  1.866  0.005  1.299  0.219
H  1.083  1.212  -1.345  0.209
H  0.234  -0.138  -1.568  0.224
H  3.328  0.085  -1.587  0.198
H  2.588  -1.350  -1.299  0.196
H  1.204  0.315  -3.747  0.376
H  1.105  -1.881  -3.304  0.333
H  -1.463  -2.209  0.350  0.500
N  -2.681  1.267  1.937  -0.886
N  1.866  -0.620  -3.242  -0.867
O  -1.948  -1.226  2.038  -0.623
O  -1.663  -1.390  -0.183  -0.605

Its energy above the lowest of the compared OMol25 structures with the same formula, charge and spin is 10.596 eV. The total energy is -496.66812 Ha.

---

[4]
A structure of composition C16H19CdN3O11PS4Sb. Source: OMol25; level of theory: ωB97M-V/def2-TZVPD.

Last column: natural (NBO) charge in e.
Cartesian coordinates (Å):
Cd  0.327  -0.734  -0.231  1.641
O  -3.848  -2.378  -0.188  -0.707
C  -2.544  -1.997  -0.027  0.737
O  -1.895  -1.661  -1.017  -0.672
C  -2.053  -2.030  1.324  -0.028
C  -2.855  -2.408  2.417  -0.131
C  -2.302  -2.380  3.682  -0.323
C  -0.982  -1.977  3.845  -0.189
C  -0.210  -1.666  2.704  0.020
N  -0.750  -1.701  1.472  -0.638
C  1.185  -1.279  2.754  0.756
O  1.809  -1.272  3.990  -0.691
O  1.854  -0.992  1.760  -0.634
H  -4.045  -2.309  -1.133  0.495
H  -3.872  -2.718  2.242  0.224
H  -2.884  -2.666  4.548  0.201
H  -0.568  -1.916  4.843  0.187
H  1.277  -1.785  4.607  0.476
S  4.045  -2.188  -4.346  -1.013
Sb  3.596  -3.777  -2.690  0.890
S  1.831  -2.555  -0.992  -0.505
S  2.898  -2.845  0.660  -0.159
S  2.114  -5.150  -3.835  -1.005
C  0.658  -1.711  -4.125  -0.716
C  0.098  -0.439  -3.655  0.444
N  0.072  0.020  -2.417  -0.582
C  -0.583  1.212  -2.438  0.018
C  -0.947  1.513  -3.739  -0.030
N  -0.503  0.445  -4.483  -0.486
C  -1.656  2.628  -4.390  0.764
O  -2.034  3.631  -3.631  -0.694
O  -1.871  2.597  -5.590  -0.648
C  -0.939  1.906  -1.169  0.800
O  -1.432  3.056  -1.252  -0.721
O  -0.778  1.265  -0.108  -0.810
H  0.465  -2.514  -3.413  0.264
H  1.750  -1.635  -4.232  0.312
H  0.250  -1.977  -5.096  0.218
H  -0.608  0.375  -5.484  0.438
H  -1.781  3.476  -2.625  0.511
C  1.770  1.968  4.165  -0.256
O  2.058  2.180  2.810  -0.842
P  0.874  1.827  1.674  1.642
O  1.779  2.342  0.429  -0.835
C  2.902  1.581  0.038  -0.248
O  0.065  3.226  1.909  -0.836
C  -1.336  3.340  1.785  -0.254
H  2.338  2.702  4.744  0.170
H  2.067  0.960  4.468  0.188
H  0.705  2.104  4.376  0.161
H  3.327  2.062  -0.844  0.192
H  2.619  0.552  -0.213  0.168
H  3.646  1.553  0.838  0.186
H  -1.600  3.680  0.780  0.220
H  -1.674  4.073  2.527  0.154
H  -1.830  2.385  1.971  0.176

The total energy is -3955.36003 Ha. The total charge is -2.

---

[5]
A cluster of 2 separate species, C2H3NO3P in total. Source: OMol25; level of theory: ωB97M-V/def2-TZVPD.

Last column: natural (NBO) charge in e.
Cartesian coordinates (Å):
C  -2.129  -0.218  0.052  0.855
C  1.219  0.184  0.115  0.388
N  -1.598  -1.078  -0.554  -0.788
O  2.351  0.584  0.942  -0.760
O  -2.868  0.516  0.557  -0.574
O  1.018  -1.075  0.042  -0.787
P  0.489  1.601  -0.482  -0.189
H  -0.666  -1.441  -0.639  0.459
H  2.585  -0.244  1.365  0.460
H  -0.400  1.170  -1.396  -0.064

Its energy above the lowest of the compared OMol25 structures with the same formula, charge and spin is 2.724 eV. The total energy is -699.88555 Ha. The total charge is -1.